Entry from the Open Molecules 2025 dataset: a molecular structure, C20H32Al2Cl3KN4O8P (ωB97M-V/def2-TZVPD).

Results
Spin multiplicity: 1
Calculated total energy (Ha): -4407.9946
Lowest unoccupied orbital energy (hartree): -0.2770
Total charge: +1
Frontier orbital gap (eV): 1.629

Geometry (Å):
N 4.12970 -0.23381 -0.33616
C 4.60017 0.55604 -1.53487
C 4.14936 -0.24528 -2.84597
C 2.78276 0.34326 -3.40078
C 1.56412 -0.74273 -3.39414
C 0.20212 0.08682 -3.71031
C -1.07601 -0.36327 -2.76359
C -1.38747 -1.75868 -2.53577
C -2.59560 -2.14718 -1.68342
C -3.44481 -1.06314 -1.13342
C -3.18110 0.43395 -1.31678
N -4.06525 1.32524 -0.70656
C -3.66556 2.66346 -1.01857
C -2.48005 3.07484 -1.83559
N -1.63735 2.17281 -2.42950
C -2.00185 0.79184 -2.13031
H 4.98225 -0.51560 0.15145
H 3.62653 0.42520 0.26283
H 5.71419 0.71156 -1.52658
H 4.11417 1.56631 -1.45244
H 4.94269 -0.10861 -3.63651
H 3.98616 -1.33957 -2.62022
H 2.87957 0.73494 -4.45372
H 2.48944 1.25689 -2.76166
H 1.77823 -1.42630 -4.27171
H 1.53646 -1.34646 -2.44568
H -0.03027 -0.07265 -4.80776
H 0.46082 1.19476 -3.61004
H -0.79952 -2.63593 -2.95097
H -2.89922 -3.20550 -1.48330
H -4.35359 -1.35851 -0.53546
H -4.30339 3.49379 -0.59109
H -2.26564 4.16525 -2.00244
C 0.65687 3.32361 1.02684
C 0.84246 2.19492 2.00458
O 1.92714 1.68256 2.17071
C -0.37201 1.73095 2.75928
H 1.61494 3.55274 0.55225
H -0.05801 3.02963 0.25330
H 0.30258 4.21500 1.54613
H -1.13080 1.36885 2.05878
H -0.77261 2.55158 3.35803
H -0.09768 0.91427 3.42568
K 0.26608 1.19777 -0.99881
C -0.94173 -0.00365 5.84869
O -1.69891 -0.26440 4.85506
H -0.84629 -0.84688 6.68487
H 0.12959 0.19581 5.63628
H -1.20931 0.86944 6.47480
Al 0.27686 -3.68348 -4.24611
C 3.80759 6.31557 0.87865
C 4.00826 5.15127 -0.02087
N 4.16377 4.24904 -0.71739
H 3.07652 6.99744 0.44438
H 3.44639 5.97556 1.84934
H 4.75063 6.84428 1.01509
O -2.98914 -3.16958 5.26051
P -1.55479 -3.68065 5.40169
O -1.57585 -5.05586 6.05682
O -0.75267 -2.69851 6.25673
O -0.90655 -3.79755 4.02309
Al -5.27206 1.90429 -2.33770
O -0.87593 -5.03857 -1.54406
H -0.02279 -5.25163 -1.16389
O -1.60358 -1.08375 8.50812
H -2.49229 -1.40652 8.68381
C -3.46740 -6.89446 -2.87305
Cl -4.76239 -5.69728 -2.67868
Cl -3.69801 -8.24125 -1.75879
Cl -3.40301 -7.47105 -4.54523
H -2.51790 -6.41322 -2.63790

Forces on atoms 1 to 6 (eV/Å):
N 0.56 1.10 -0.56
C -0.46 -0.88 -0.10
C -0.10 1.16 -0.25
C -0.58 -0.48 0.44
C 0.36 1.55 -0.74
C -0.24 -0.77 0.64